Entry 1:
The following is a DFT calculation (wB97M-V/def2-TZVPD) of a 2-piece molecular cluster, C4H12NO overall at a distorted geometry.

```
18
Properties=species:S:1:pos:R:3
H 1.0674 -1.1885 0.4487
O 1.4484 1.1024 2.7419
H 0.0335 2.1333 -1.6975
H 0.6833 1.6917 2.8478
C 0.1341 0.3145 -0.6171
H -1.5487 -2.4404 -0.8307
C -1.8238 -1.3876 -0.9233
N 0.7305 -0.2602 0.6657
H 1.4998 2.0203 -0.7401
H 0.2275 -1.5179 -1.6262
H 1.9488 1.2971 3.5659
H -2.6752 -1.2021 -1.5473
H 1.2151 0.4412 1.3318
H -2.0268 -1.1144 0.1165
C -0.5203 -0.7297 -1.4793
C 0.5826 1.4955 -1.0090
H -0.8209 -0.2539 -2.4137
H -0.1554 -0.4013 1.1659
```

Energy relative to the best compared isomer or geometry (same formula, charge and spin) = 190.9 kJ/mol
Orbital gap = 10.8436 eV
Total charge = +1
HOMO level = -14.13 eV
Calculated total energy = -7872.3125 eV
E_LUMO = -3.3 eV

=====

Entry 2:
The following is a DFT calculation (wB97M-V/def2-TZVPD) of a 2-piece molecular cluster, C4H12NO overall at a distorted geometry.

```
18
Properties=species:S:1:pos:R:3
C -0.3112 -0.2430 -1.3028
N 1.0259 -0.3186 -0.7691
H -1.2541 -1.0796 0.4449
H 1.7150 -0.6544 -1.4299
C -1.3114 -0.1718 -0.1494
H 1.3960 -0.9154 1.7221
H 0.1368 0.3604 3.9600
H -2.3197 -0.0793 -0.5399
H 1.6781 -1.3137 3.5478
H -1.1070 0.6868 0.4860
H -0.4904 -1.1480 -1.8890
C 1.1921 -0.7267 2.7734
H -0.3256 1.9046 -1.6417
H 1.3232 0.5586 -0.3588
C -0.4716 0.9905 -2.2135
O 0.3461 0.1883 3.0193
H 0.2504 0.9642 -3.0263
H -1.4724 0.9974 -2.6332
```

Energy relative to the best compared isomer or geometry (same formula, charge and spin) = 304.4 kJ/mol
Orbital gap = 5.4633 eV
Total charge = +1
HOMO level = -12.57 eV
Calculated total energy = -7871.1361 eV
E_LUMO = -7.1 eV

=====

Entry 3:
The following is a DFT calculation (wB97M-V/def2-TZVPD) of a 2-piece molecular cluster, C4H12NO overall at a distorted geometry.

```
18
Properties=species:S:1:pos:R:3
N -0.3709 0.8154 0.3797
O -2.7378 0.2210 1.8886
H 1.0367 -0.1305 2.3671
H 2.0274 -1.0491 -0.9825
C 0.6372 -0.2824 0.3141
H -1.1715 0.5328 0.9913
H 0.9337 1.1038 -2.0771
H 2.4261 -0.8028 1.3651
H 1.2671 -0.3447 -3.0634
H 0.5399 -1.8393 -1.2466
H -0.0286 1.6489 0.8525
C 0.9568 -0.8541 -1.0305
C 1.4107 -0.4292 1.3880
H -0.3479 0.0698 -2.5908
H -3.4746 -0.2339 1.4710
H -0.7540 0.9978 -0.5455
H -3.0330 0.5215 2.7542
C 0.6828 0.0552 -2.2353
```

Energy relative to the best compared isomer or geometry (same formula, charge and spin) = 122.4 kJ/mol
Orbital gap = 10.6542 eV
Total charge = +1
HOMO level = -14.13 eV
Calculated total energy = -7873.0222 eV
E_LUMO = -3.5 eV

=====

Entry 4:
The following is a DFT calculation (wB97M-V/def2-TZVPD) of a 2-piece molecular cluster, C4H12NO overall at a distorted geometry.

```
18
Properties=species:S:1:pos:R:3
C 1.7983 -2.0372 -1.3333
H 0.9886 -2.2383 0.6318
C 0.4037 -0.2995 -0.1418
O -0.7754 3.2016 -0.0344
H 2.7817 -1.7990 -0.9461
C 0.6685 -1.7883 -0.3108
H -0.0483 3.6328 -0.4988
H 0.0589 0.0068 1.9287
H -2.2059 0.4124 1.9714
H -0.1984 -2.2862 -0.7267
H -2.1737 0.5272 0.1052
H 1.6424 -1.4764 -2.2490
C -1.6719 0.2930 1.0339
H -0.1743 0.1014 -0.9680
H -1.5846 3.5599 -0.4159
N -0.4618 -0.0753 1.0487
H 1.7386 -3.0922 -1.5988
H 1.3230 0.2704 -0.0492
```

Energy relative to the best compared isomer or geometry (same formula, charge and spin) = 119.0 kJ/mol
Orbital gap = 10.5836 eV
Total charge = +1
HOMO level = -15.38 eV
Calculated total energy = -7873.0572 eV
E_LUMO = -4.8 eV

=====

Entry 5:
The following is a DFT calculation (wB97M-V/def2-TZVPD) of a 2-piece molecular cluster, C4H12NO overall at a distorted geometry.

```
18
Properties=species:S:1:pos:R:3
H 0.9076 1.5540 -1.0168
C 1.7768 1.4308 1.5421
C -1.5753 0.6849 -0.8996
H 2.5940 -0.1203 0.3918
C 1.5800 0.1952 0.6334
H 0.9551 -0.5573 1.1049
O -2.9618 -3.0302 -0.8674
N -0.4702 0.0878 -0.7085
H 1.2323 1.3111 2.4785
H 2.7581 1.6958 1.8047
H -1.6337 1.7645 -0.9164
C 0.9414 0.5180 -0.7548
H 1.4288 -0.1582 -1.4493
H -0.6619 -0.8992 -0.5466
H -3.5750 -3.2880 -0.1632
H 1.3720 2.2969 1.0274
H -2.1885 -3.5789 -0.6727
H -2.4798 0.0932 -0.9874
```

Energy relative to the best compared isomer or geometry (same formula, charge and spin) = 171.5 kJ/mol
Orbital gap = 10.2613 eV
Total charge = +1
HOMO level = -15.17 eV
Calculated total energy = -7872.5139 eV
E_LUMO = -4.9 eV

=====

Entry 6:
The following is a DFT calculation (wB97M-V/def2-TZVPD) of a 2-piece molecular cluster, C4H12NO overall at a distorted geometry.

```
18
Properties=species:S:1:pos:R:3
C 0.2669 -0.1337 0.7304
C 0.0915 -1.1405 -0.3858
H 1.7124 1.3356 1.4034
N 2.0291 0.9723 -0.6449
C -0.9348 -1.2160 -1.2127
H 2.9914 0.8871 -0.9844
H -0.9385 -2.0163 -1.9440
H 1.9625 2.0010 -0.6712
C 1.6418 0.4621 0.7567
H 0.0821 -0.5592 1.7177
H 1.3991 0.6423 -1.3807
H -3.6940 0.4371 1.0613
H 0.8944 -1.8687 -0.4816
H 2.4991 -0.1479 1.0379
O -2.8215 0.4434 0.6889
H -0.4560 0.6687 0.6143
H -1.8449 -0.6401 -1.1185
H -2.6688 1.4106 0.6122
```

Energy relative to the best compared isomer or geometry (same formula, charge and spin) = 140.5 kJ/mol
Orbital gap = 10.1672 eV
Total charge = +1
HOMO level = -13.76 eV
Calculated total energy = -7872.8350 eV
E_LUMO = -3.6 eV

=====

Entry 7:
The following is a DFT calculation (wB97M-V/def2-TZVPD) of a 2-piece molecular cluster, C4H12NO overall at a distorted geometry.

```
18
Properties=species:S:1:pos:R:3
H 1.4577 -1.5594 0.5210
C 0.7638 0.4680 0.4477
H 0.3377 1.2134 1.1053
C 1.2893 -0.7321 1.2213
C -0.2471 0.5914 -1.7430
H -4.2382 -0.0592 -1.7858
H 3.1869 0.3618 1.5263
H 3.2602 -1.3279 1.8925
C 2.6092 -0.4550 1.9631
H 1.5949 0.9191 -0.0911
H -0.9392 -0.5475 -0.2262
H 2.4074 -0.2888 3.0112
H -3.9411 0.6880 -0.5652
H 0.3120 1.5013 -1.9038
N -0.1831 0.0215 -0.6106
H 0.5251 -1.1034 1.9081
H -0.7290 0.1200 -2.5946
O -3.4829 0.1194 -1.2020
```

Energy relative to the best compared isomer or geometry (same formula, charge and spin) = 147.7 kJ/mol
Orbital gap = 10.3546 eV
Total charge = +1
HOMO level = -15.47 eV
Calculated total energy = -7872.7597 eV
E_LUMO = -5.1 eV

=====

Entry 8:
The following is a DFT calculation (wB97M-V/def2-TZVPD) of a 2-piece molecular cluster, C4H12NO2 overall at a distorted geometry.

```
19
Properties=species:S:1:pos:R:3
C -1.5732 -1.9617 -0.0397
H -0.0206 0.5501 0.9495
N -1.8853 -0.5718 -0.3152
H 2.4441 0.1646 -2.4428
C -2.0148 0.1980 0.8981
C 2.1111 1.1467 -0.5461
C 2.9972 0.3780 -1.5226
H 3.8761 0.9688 -1.8151
H 3.3696 -0.5612 -1.1072
H -1.3857 -2.4745 -0.9878
H 2.7274 1.4028 0.3413
H -1.0642 -0.1901 -0.7897
H -2.4152 -2.4618 0.4567
H -2.4582 1.1746 0.6593
H 1.8461 2.1041 -1.0180
O -0.8069 0.3906 1.6360
H -0.6812 -2.0958 0.5818
H -2.6817 -0.3035 1.6115
O 0.9894 0.4292 -0.1910
```

Energy relative to the best compared isomer or geometry (same formula, charge and spin) = 47.8 kJ/mol
Orbital gap = 7.7683 eV
Total charge = -1
HOMO level = -3.49 eV
Calculated total energy = -9927.7282 eV
E_LUMO = 4.3 eV